[1]
Entry from the OMol25 dataset: C2H7NS in the gas phase (the ωB97M-V functional and the def2-TZVPD basis).

## Properties
Molecular weight = 77.152 g mol⁻¹
LUMO level = 0.95 eV
Structure (SMILES) = CSCN
HOMO level = -8.6 eV
Max |F| = 2.858 eV/Å
Gap between HOMO and LUMO = 9.52 eV
Energy relative to the best compared isomer or geometry (same formula, charge and spin) = 15.8 kcal per mole

The geometry in XYZ format:
```
11
Properties=species:S:1:pos:R:3:forces:R:3
N 0.92586 0.02847 -1.31401 -1.3 2.5 -0.3
S -1.33385 0.42668 0.29806 -1.0 0.5 -1.0
H 0.87149 0.70223 1.26728 -1.6 -1.7 0.5
C -0.53659 -0.33400 -1.15258 1.4 -1.0 0.3
H 1.57553 -0.31765 -0.58101 -1.2 0.3 -0.6
H -0.08139 -0.96839 1.90723 0.4 2.2 -1.0
H -0.49044 0.73409 2.39274 0.0 -0.3 -0.2
H -0.59251 -1.43141 -0.95568 0.2 0.7 -0.5
H 0.95486 1.12741 -1.32036 0.2 -2.8 0.1
H -1.16426 -0.11741 -2.07006 1.0 0.0 1.1
C -0.12871 0.14997 1.52840 1.7 -0.4 1.7
```
Forces are in eV/Å.

Want to see where the charge sits? The natural (NBO) charges in e are: -0.8501, 0.1875, 0.2227, -0.3650, 0.3705, 0.2230, 0.2424, 0.1988, 0.3580, 0.2254, -0.8133

---

[2]
Entry from the OMol25 dataset: C17H17NO3 in the gas phase (the ωB97M-V functional and the def2-TZVPD basis).

## Properties
Molecular weight = 283.327 g mol⁻¹
LUMO level = 0.81 eV
Structure (SMILES) = Cc1ccc(C[C@H]2CC(=O)N(Cc3ccco3)C2=O)cc1
HOMO level = -8.6 eV
Max |F| = 0.927 eV/Å
Gap between HOMO and LUMO = 9.45 eV
Energy relative to the best compared isomer or geometry (same formula, charge and spin) = 10.3 kcal per mole

The geometry in XYZ format:
```
38
Properties=species:S:1:pos:R:3:forces:R:3
N 1.79288 1.31045 -0.42423 -0.1 0.4 0.0
H 0.91981 -3.20844 -0.73603 0.1 0.0 0.0
C 2.88306 -0.67567 -0.98281 0.1 -0.1 0.0
H -3.10695 2.64105 1.55093 -0.2 0.0 0.1
C -2.43900 2.12710 -0.46085 -0.5 0.2 0.7
O 2.07039 1.37015 1.84261 -0.1 0.1 0.3
C 1.10300 2.58356 -0.56084 -0.2 -0.1 -0.1
C -2.31963 2.52672 0.83411 -0.2 -0.1 -0.5
C -1.67482 -0.85046 0.82259 -0.1 0.0 0.0
H 2.41278 -1.58555 -1.35312 0.0 0.1 -0.1
C 2.12791 0.52430 -1.50782 0.2 -0.3 -0.1
O 1.87960 0.79890 -2.65048 -0.1 0.0 -0.2
H 1.17041 2.85951 -1.61673 0.1 0.0 0.2
C -2.04861 -1.66539 -0.23677 0.0 0.0 0.0
H -3.28883 1.84298 -1.04901 -0.1 -0.1 -0.2
C 2.00287 -1.65229 1.22989 0.0 0.2 0.0
H 2.48472 -2.61597 1.05233 0.0 0.0 0.1
C 0.58436 -1.68033 0.73150 0.1 -0.1 0.1
C 0.20306 -2.52073 -0.30729 0.0 0.0 0.0
H -1.36536 -3.16032 -1.60635 0.0 -0.1 -0.1
H 1.61665 3.31534 0.06766 -0.1 -0.1 -0.1
C -0.32819 2.49721 -0.14973 0.3 0.4 0.8
H -3.84816 -2.65687 -0.83626 -0.1 0.0 0.0
C 2.20158 0.80529 0.78910 0.3 -0.2 -0.2
H 3.90044 -0.64571 -1.37619 0.0 0.0 0.0
H 3.83575 -0.55711 0.98262 -0.1 0.1 0.0
C -1.09150 -2.50616 -0.79084 0.0 0.0 0.0
O -1.24172 2.10527 -1.06317 0.3 -0.1 -0.4
C -0.37530 -0.84902 1.29425 0.0 0.0 0.0
H 2.01071 -1.45187 2.30297 0.1 -0.1 0.0
H -0.10561 -0.19774 2.11267 0.0 0.1 0.1
H -2.40799 -0.20640 1.28521 0.0 0.0 0.0
C -3.44565 -1.64667 -0.77732 0.0 0.0 0.0
H -3.45042 -1.22805 -1.78379 -0.1 0.0 -0.1
C 2.83656 -0.55289 0.53827 0.1 -0.3 0.2
H -0.46167 3.08531 1.94222 0.2 0.1 0.2
C -0.93966 2.76516 1.03975 0.4 -0.1 -0.5
H -4.09745 -1.04465 -0.14903 -0.1 0.0 0.0
```
Forces are in eV/Å.

Want to see where the charge sits? The natural (NBO) charges in e are: -0.4702, 0.2037, -0.5137, 0.2288, 0.0945, -0.5852, -0.2738, -0.3236, -0.2103, 0.2470, 0.7139, -0.5687, 0.2556, -0.0080, 0.2039, -0.4201, 0.2159, 0.0338, -0.2294, 0.2090, 0.2373, 0.2571, 0.2192, 0.7264, 0.2465, 0.2393, -0.2129, -0.3920, -0.2331, 0.2306, 0.2243, 0.2165, -0.6304, 0.2202, -0.3130, 0.2379, -0.2900, 0.2132

---

[3]
Entry from the OMol25 dataset: 9 unconnected molecules or ions with the total composition C42H93O30P3 (the ωB97M-V functional and the def2-TZVPD basis).

## Properties
Molecular weight = 1171.098 g mol⁻¹
LUMO level = 0.24 eV
Structure (SMILES) = CCOP(=O)(OCC)OCC.CCOP(=O)(OCC)OCC.CCOP(=O)(OCC)OCC.CCOC(=O)OC.CCOC(=O)OC.CCOC(=O)OC.CCOC(=O)OC.CCOC(=O)OC.CCOC(=O)OC
HOMO level = -10.3 eV
Max |F| = 5.265 eV/Å
Gap between HOMO and LUMO = 10.56 eV
Energy relative to the best compared isomer or geometry (same formula, charge and spin) = 0.0 kcal per mole

The geometry in XYZ format:
```
168
Properties=species:S:1:pos:R:3:forces:R:3
H -2.67983 10.27126 19.30004 -0.5 -0.1 -0.2
O -7.01590 13.49619 12.61523 1.8 -0.5 1.3
H 8.37845 5.19533 15.12162 -0.2 -0.2 0.3
C 9.03922 3.11302 14.95123 -0.5 0.4 0.3
O -11.23241 7.90881 17.57813 0.1 -0.2 0.7
H -11.48097 6.33328 22.15717 -0.4 -0.5 0.6
H -8.22686 1.20844 9.43354 0.5 0.2 -0.5
O -11.97185 5.44474 17.44934 -0.5 1.3 2.4
H -4.86641 3.55597 6.71622 0.0 0.2 -0.1
H -15.41155 9.26932 19.88647 -0.2 0.0 -0.5
C -10.85555 6.23309 20.21107 2.1 -0.9 -0.1
C 10.22069 -0.83746 13.67613 0.8 -1.8 -0.2
C 6.84325 12.03350 4.78740 -0.2 -0.8 -0.1
C -4.55633 5.67250 7.07422 -0.7 0.6 -1.2
C -14.33917 9.68679 10.27273 -0.4 0.4 3.8
H -9.87029 4.24693 17.51454 0.1 -0.5 0.0
H -9.25143 11.60268 12.77594 -0.1 0.3 -0.7
O -13.63612 7.15526 17.80714 -1.1 -0.4 0.6
C -2.25331 9.27473 19.41438 0.2 1.0 1.9
H 5.69053 17.92439 8.63151 0.4 -0.5 -0.6
H 5.35973 13.50929 5.05295 -0.1 0.4 0.4
O 11.42319 1.88252 12.21571 -2.5 -0.8 1.4
H 7.44709 11.39320 5.43044 0.0 0.3 0.4
H 7.39625 0.49533 10.59862 -0.4 -0.1 0.2
H -15.52848 9.12543 12.11608 -0.1 0.7 -0.1
H -9.07049 8.72627 9.85075 -0.4 0.2 0.4
O 0.23864 8.45553 12.47149 -1.4 -0.1 -0.3
H -14.95144 9.12573 9.56672 0.8 -0.3 -0.1
C 6.39161 13.39226 5.38405 -0.1 -2.0 -4.4
H 2.22477 9.01426 12.18094 -0.4 0.3 -0.3
O 5.08363 8.41382 18.61795 0.8 -0.7 -0.3
H 7.01715 13.98441 4.71610 0.0 1.5 1.2
H 4.19874 17.24006 9.07897 -0.1 -0.1 0.7
H -3.99805 5.57106 6.14355 0.0 0.5 -0.1
C -9.81307 8.70733 9.05305 -0.3 -0.8 0.3
O -0.64536 7.74308 10.47163 0.5 -0.9 -1.6
C 7.18601 1.56222 10.67383 2.3 0.5 0.9
C 6.23426 12.87228 19.88955 0.2 -0.3 -1.1
H -2.14674 7.80304 20.99210 0.2 -0.2 0.1
C 5.34691 11.64606 19.98513 -2.0 -0.4 2.9
H 7.46623 12.20982 3.91053 -0.1 0.0 -0.1
C 5.25870 17.20877 9.33116 0.5 -0.7 -0.7
H -4.72698 8.78703 13.06162 0.5 0.0 0.6
O -3.52489 8.76552 23.59097 1.1 0.5 -0.2
H -14.03891 8.33464 12.10259 0.1 -0.5 -0.9
H 2.39548 13.04153 8.35740 0.0 0.0 0.0
C -4.12835 13.16050 10.84872 1.5 -2.2 -1.4
O 10.19967 0.47973 14.19033 0.1 1.2 -1.1
C 11.25813 -1.70717 14.44150 -0.9 0.7 0.4
H 9.38449 1.92701 10.63166 0.0 0.3 0.0
P -12.14648 6.90551 18.14285 1.3 -1.0 -1.0
O -7.47142 3.19620 9.41252 0.0 -0.3 0.1
H -14.73958 10.69285 10.39768 0.1 0.1 -1.1
H 10.86033 -2.69422 14.67727 0.2 -0.2 -0.7
C -14.97692 8.31161 19.60012 -0.2 -0.9 -1.4
O -5.46353 8.54664 22.56163 -3.3 0.4 0.7
H -4.92406 7.10332 12.72241 -0.3 0.1 -0.6
H -13.50645 9.16640 18.31702 0.8 -0.2 0.1
O 6.57768 13.46526 6.71364 -0.9 0.6 3.4
H 12.21674 -1.70762 13.92269 -0.1 -0.3 0.2
P 5.39484 13.46582 7.81801 -0.9 0.4 2.0
H -1.87939 9.33526 21.74050 0.2 0.6 -0.6
H 9.23634 -1.30467 13.70570 -0.2 0.3 0.4
H 4.32616 6.90260 17.35115 1.0 0.2 0.1
H 5.69821 15.18745 10.16441 -0.2 0.1 0.0
O -12.95531 9.90456 10.01162 -0.9 1.4 -0.7
C 2.07794 11.72511 6.60930 0.7 -0.5 0.9
H -7.75286 1.74451 10.99498 0.6 0.6 0.0
C -14.49739 9.27470 11.79568 0.7 -1.5 -0.4
O -6.88766 12.96161 10.43829 -0.1 -0.9 0.3
H -10.11941 7.67197 8.90378 0.2 0.0 -0.2
H -8.92002 13.68183 11.74160 0.9 -0.2 -0.8
O 8.70944 1.73735 12.56500 2.0 -1.1 0.8
O 4.01235 13.01825 7.03697 2.6 1.1 0.6
C -0.74682 8.12079 11.57808 -1.5 1.8 3.0
C 8.35128 4.35794 14.42438 -1.7 0.6 0.7
C -6.40051 13.17546 11.52005 0.3 1.7 -2.6
H -3.13652 7.06022 11.08040 0.3 -0.1 0.2
H 6.88593 15.80273 9.05792 0.0 -0.3 -0.5
H -3.93145 4.05329 8.13508 0.1 -0.8 0.0
C -6.29977 8.56194 23.79014 0.9 -0.3 0.3
H 5.47810 11.37533 21.03279 -0.3 0.0 0.4
O -12.26212 7.73891 10.15564 0.6 3.6 -0.8
H 1.99720 7.52989 12.99419 -0.3 -0.4 -0.2
C -2.43234 8.85337 20.93420 0.5 -0.9 -1.3
O 3.60118 9.35101 20.09556 2.2 -0.2 -1.0
H -8.55556 14.63562 13.04641 0.0 -0.2 0.9
H -2.69996 8.55779 18.72547 0.0 0.1 0.2
H -9.42034 4.01634 15.81424 0.1 0.5 -0.1
H -10.46691 5.45298 19.55648 0.1 0.1 -0.4
H -14.74496 8.75853 17.34852 -1.1 -0.5 0.4
H -6.42179 7.54232 24.15568 0.0 -0.1 -0.4
C 4.24930 7.27775 18.37167 -1.7 0.5 0.0
H -9.17756 2.40054 10.20152 0.2 0.5 0.1
H -1.21317 9.47261 19.15548 0.2 -0.6 0.2
O -1.96203 8.42413 12.21157 2.2 -0.7 -0.4
H -11.16201 6.23577 15.71481 0.0 0.2 0.3
H -3.31225 12.69619 11.40235 0.3 0.7 0.4
C 5.81153 15.73488 9.22869 -0.2 1.2 0.5
O 5.52118 10.41506 19.32917 0.8 -1.9 -1.8
H -9.30884 9.13783 8.18788 -0.5 0.0 -0.1
H 7.31715 4.05904 14.25310 -0.3 0.4 0.3
H -9.96173 12.60643 13.97480 0.2 0.7 0.0
H 4.28896 11.89126 19.89168 0.0 0.4 -0.1
H -11.45568 4.62246 21.49489 -0.2 0.2 0.3
C 8.53882 2.21306 11.25704 -2.1 -0.3 -1.8
H 9.32732 3.13322 16.00227 0.3 0.7 0.0
C -8.13961 2.10796 10.04292 -1.0 -1.0 -0.2
H -3.99708 6.31426 7.75502 -0.3 -0.2 0.1
C 2.92955 12.33684 7.72000 0.5 0.3 -1.1
O 10.17909 2.92675 14.16582 1.5 -0.7 -0.3
H 8.59519 4.86031 13.48832 1.0 -0.9 -0.2
C -3.22079 7.98820 11.64594 0.0 0.2 1.3
C -4.79589 4.29320 7.51598 1.8 -1.5 0.9
C 1.59215 8.12663 12.17691 0.1 0.0 -0.4
H -3.69825 7.38340 13.76173 0.6 0.9 0.1
O -12.10175 6.67419 19.73916 -1.4 -0.2 -1.4
C -8.35154 13.63310 12.67033 -4.8 0.0 0.2
H 8.36465 2.25694 14.96445 0.0 -0.1 -0.7
H 4.33718 6.47329 19.10189 0.3 0.2 0.0
H -9.99955 5.42666 22.11238 0.2 0.1 -0.5
P 10.25445 1.73002 13.15033 0.5 0.2 -0.2
H -4.36725 12.29861 10.22569 -0.6 0.3 -0.5
O 5.72026 12.74027 9.08077 -0.2 0.3 -1.9
O -3.81624 8.91493 21.21868 -1.1 0.2 2.9
C -9.78671 4.73756 16.54479 -1.5 0.9 1.2
O 5.08960 15.02087 8.21102 0.2 -0.7 -1.3
H 1.60006 7.64443 11.19940 0.5 -0.2 0.2
H 6.96788 1.91311 9.66517 -0.1 0.3 0.2
H 5.97783 13.47764 20.75897 0.1 -0.2 0.1
H 3.37324 11.53797 8.31419 -0.2 0.1 0.2
H -3.76329 13.97009 10.21674 -0.3 0.2 0.3
H -9.17984 5.61385 16.77264 0.6 -0.3 -0.5
O -5.93813 4.21654 8.31841 -1.5 -1.5 0.7
H 8.41351 3.29391 11.32155 0.2 0.1 -0.3
H 1.39095 11.15228 7.23222 -0.7 -0.2 -0.8
C -10.94102 5.57910 21.58466 -0.6 1.3 -0.1
H -14.38754 8.00899 20.46566 0.5 -0.1 -0.5
C -4.18929 8.78547 22.60285 0.7 -0.6 -2.2
H -11.79037 4.63834 15.64764 0.0 -0.2 0.1
H -10.19913 7.09721 20.10862 0.4 -0.1 0.6
H 6.41076 1.78716 11.40628 -0.2 -0.2 -0.3
C -14.23343 8.35953 18.22444 0.3 2.5 1.1
H 7.28596 12.59101 19.94362 0.0 0.2 -0.1
H 1.63053 12.35551 5.84084 -0.2 0.4 0.7
H -15.72675 7.53955 19.42757 -0.5 0.2 0.6
H 5.99294 11.42357 4.48234 0.0 0.0 0.0
O -10.98619 9.47768 9.35033 0.6 0.9 0.0
C -11.22209 5.31152 16.28949 1.2 -1.0 -2.2
C 4.64589 9.34220 19.44766 -1.4 2.7 0.7
O -5.12517 13.46073 11.72899 -0.1 0.4 1.9
O -5.78341 1.89191 8.59745 -0.7 1.7 -0.3
H 6.04147 13.53108 19.04284 0.2 -0.3 -0.3
H -5.55865 6.05092 6.87363 0.2 0.7 -0.3
H 10.50067 -0.87476 12.62336 0.1 0.4 -0.1
H -5.87336 9.10354 24.63450 0.6 0.2 -0.4
C -4.16640 7.86569 12.90363 -0.3 -0.8 -1.7
H 2.72111 11.04892 6.04610 0.0 -0.3 0.2
H 5.55951 17.68729 10.26317 -0.6 -0.5 0.4
H -3.51975 8.76772 10.94518 -0.4 -0.1 0.1
H -8.30189 11.98451 14.07414 0.0 0.4 0.6
C -6.34610 2.96446 8.72132 0.7 0.2 0.7
H 11.37610 -1.30640 15.44826 0.2 0.4 -0.1
H -7.28538 9.00621 23.65133 0.3 -0.1 -0.9
C -12.08292 8.95969 9.87972 0.2 -5.3 0.3
H -13.90871 9.91658 12.45107 -0.6 0.8 -0.2
C -9.03577 12.45522 13.41996 0.9 -0.7 0.2
H 3.22926 7.66162 18.38769 -0.2 -0.3 0.4
```
Forces are in eV/Å.

Results of the Löwdin charge analysis, in e, for atoms 1 through 99: 0.0668, 0.0688, 0.0711, -0.2846, -0.2198, 0.0757, 0.0918, -0.1758, 0.1330, 0.0740, -0.3057, -0.2808, -0.0682, -0.0682, -0.1549, 0.0586, 0.0666, -0.1481, -0.0469, 0.0611, 0.1116, -0.2395, 0.0783, 0.0647, 0.0705, 0.0911, -0.0212, 0.1283, -0.3319, 0.0909, 0.0073, 0.1138, 0.0702, 0.0854, -0.0216, 0.1558, -0.0437, -0.0643, 0.1121, -0.2469, 0.0656, -0.0648, 0.0689, 0.1441, 0.0593, 0.1218, -0.0837, -0.1808, -0.0578, 0.1057, 0.4170, 0.0003, 0.1124, 0.0689, -0.0517, 0.0105, 0.0616, 0.1044, -0.1384, 0.0760, 0.5278, 0.1172, 0.1146, 0.0928, 0.1070, 0.0402, -0.0689, 0.0947, -0.0695, 0.1388, 0.0914, 0.1220, -0.2110, -0.2211, -0.5365, -0.0647, -0.5994, 0.1122, 0.1127, 0.1287, 0.0065, 0.1190, 0.0613, 0.0904, -0.2239, 0.1034, 0.1290, 0.0722, 0.0721, 0.0974, 0.1232, 0.0900, -0.0308, 0.0923, 0.0651, -0.0282, 0.1090, 0.0944, -0.2454